# 1
This record from OMol25 describes one molecule with the formula C14H16N4OS in a non-equilibrium geometry. The level of theory is ωB97M-V/def2-TZVPD.

Kohn-Sham gap	8.3081	eV
structure (SMILES)	C=C(C)CSc1nncn1/N=C/c1ccc(OC)cc1
total charge	0
energy relative to the best compared isomer or geometry (same formula, charge and spin)	3.232	eV
molar mass	288.38	g/mol

Structure (XYZ):
```
36
Properties=species:S:1:pos:R:3:forces:R:3
C -3.37556 -1.93718 1.41433 -0.10 -0.01 0.05
C -2.15731 -2.04822 0.91188 0.17 -0.08 0.08
C -1.87100 -2.01468 -0.56238 -0.28 0.30 -0.36
H -2.00437 -3.00165 -1.00984 0.04 -0.01 -0.02
H -0.85588 -1.67088 -0.75401 -0.09 -0.17 0.06
S -3.00699 -0.94450 -1.52757 0.21 -0.36 -0.19
C -3.00730 0.48552 -0.54915 0.54 -0.05 0.01
N -4.07204 1.18842 -0.28922 -0.37 -1.01 -0.51
N -3.70801 2.23744 0.46277 0.15 1.10 0.55
C -2.42612 2.19038 0.63782 0.20 -0.02 0.07
N -1.89684 1.09284 0.00757 -1.22 0.69 0.06
N -0.62959 0.63970 -0.07435 1.00 -0.43 -0.22
C 0.35119 1.43286 0.12230 -0.97 0.31 0.07
C 1.71737 0.97765 0.06070 0.72 -0.34 -0.04
C 2.04734 -0.34479 -0.24201 -0.15 0.34 0.07
C 3.36067 -0.75988 -0.29630 0.34 -0.14 -0.03
C 4.39066 0.14737 -0.04544 -0.22 0.25 0.05
C 4.06840 1.47536 0.25832 0.29 -0.22 -0.05
C 2.75763 1.88169 0.30893 -0.26 -0.24 -0.06
H 2.52598 2.91049 0.54327 -0.02 0.12 0.03
H 4.87555 2.16466 0.44840 0.09 0.08 0.02
O 5.70946 -0.14733 -0.07064 -0.12 0.31 0.07
C 6.11125 -1.46306 -0.37608 0.07 -0.26 -0.06
H 5.78643 -1.75864 -1.37830 0.00 0.01 0.05
H 7.19914 -1.45355 -0.33863 -0.09 -0.05 -0.01
H 5.73037 -2.17914 0.35847 0.00 0.03 -0.04
H 3.57627 -1.78915 -0.53555 0.05 -0.08 -0.02
H 1.25468 -1.04774 -0.44198 -0.07 -0.09 -0.01
H 0.21051 2.49462 0.34259 -0.10 -0.04 -0.02
H -1.86330 2.87822 1.23304 0.18 0.12 0.15
C -0.93507 -2.22738 1.76228 -0.16 0.00 0.05
H -1.20578 -2.32438 2.80986 0.04 -0.03 0.10
H -0.38792 -3.11853 1.45592 0.12 -0.09 0.01
H -0.27086 -1.37058 1.64775 0.10 0.02 -0.02
H -3.55164 -1.97321 2.47543 0.06 -0.05 0.25
H -4.24260 -1.79523 0.79208 -0.12 0.07 -0.17
```
Positions in Å, forces in eV/Å.

=====

# 2
This record from OMol25 describes a 4-piece molecular cluster, C30H28BrO4P overall in a non-equilibrium geometry. The level of theory is ωB97M-V/def2-TZVPD.

Kohn-Sham gap	7.5024	eV
structure (SMILES)	O=C1C=CC(=O)c2c1ccc(CCO)c2P(O)Br.c1ccccc1.c1ccccc1.c1ccccc1
total charge	0
energy relative to the best compared isomer or geometry (same formula, charge and spin)	5.298	eV
molar mass	563.43	g/mol

Structure (XYZ):
```
64
Properties=species:S:1:pos:R:3:forces:R:3
O 4.02345 -3.32436 7.48474 -2.60 0.49 -3.15
C 3.23860 -3.28207 6.51422 0.65 -0.42 0.86
C 1.90748 -4.19294 6.45300 -0.05 -0.26 -3.15
C 1.51612 -4.69970 5.17567 0.94 1.25 2.08
C 2.39361 -4.40321 3.85392 0.36 -0.94 -0.89
O 2.58944 -5.26986 2.97122 -0.84 3.05 3.10
C 3.02763 -2.91954 3.80520 0.81 1.90 0.78
C 3.47701 -2.36746 5.20748 0.21 1.62 -2.65
C 4.10213 -0.95696 5.27088 -1.16 -1.73 -3.27
C 4.24981 -0.15284 3.94991 -1.17 -2.48 0.12
C 3.80246 -0.66675 2.55383 -0.22 -1.82 3.18
C 3.96469 0.27780 1.27596 -0.70 0.63 1.10
C 3.08918 1.63882 1.50375 -0.18 -0.78 -0.20
O 3.91783 2.68921 2.08799 -0.69 -0.31 -1.02
C 3.17530 -2.09397 2.49982 1.42 2.05 2.54
P 2.53409 -2.87606 0.88678 0.54 -1.54 -0.05
O 3.60158 -2.57503 -0.42017 -0.37 0.85 2.10
Br 0.53295 -1.78772 0.54913 0.89 0.52 0.17
H 1.29943 -4.39739 7.40173 1.23 0.29 -1.52
H 0.56079 -5.32501 5.06329 1.78 0.86 0.06
H 4.43661 -0.52373 6.27682 -0.54 -0.72 -1.78
H 4.68588 0.89304 4.03425 -0.63 -1.52 -0.24
H 5.05190 0.61896 1.22923 -1.40 -0.66 -0.28
H 3.56902 -0.18768 0.31506 0.81 0.36 1.33
H 2.24797 1.32985 2.22558 1.26 0.92 -0.95
H 2.60063 1.98326 0.51808 0.89 -0.55 1.46
H 4.16441 3.34182 1.39251 -0.38 -0.90 0.70
H 4.43742 -2.14795 -0.12796 -0.68 -0.15 -0.31
C -2.20206 -1.74015 -3.21058 -0.10 0.04 0.04
C -1.97065 -1.37292 -1.88863 -0.03 0.05 -0.08
C -3.01546 -0.88961 -1.10701 -0.03 -0.03 -0.13
C -4.29468 -0.78267 -1.64488 0.05 -0.02 0.00
C -4.52677 -1.15340 -2.96572 0.07 0.01 0.01
C -3.48007 -1.62810 -3.75019 0.03 0.02 0.10
H -1.38647 -2.11378 -3.82079 -0.06 0.03 0.05
H -0.97441 -1.46263 -1.46682 -0.25 0.03 -0.21
H -2.83334 -0.59699 -0.07807 -0.01 -0.03 -0.06
H -5.11044 -0.41029 -1.03409 0.06 -0.01 -0.06
H -5.52466 -1.07139 -3.38441 0.08 0.00 0.04
H -3.66024 -1.91190 -4.78152 0.01 0.01 0.08
C 3.11940 2.62485 -4.50265 -0.02 -0.08 0.05
C 2.31557 2.92413 -3.40711 0.02 -0.05 0.00
C 1.86187 1.90381 -2.57684 0.10 -0.03 -0.05
C 2.22044 0.58422 -2.83688 0.02 0.05 0.01
C 3.02726 0.28545 -3.93028 0.00 0.06 0.00
C 3.47340 1.30478 -4.76582 -0.06 0.04 0.09
H 3.47019 3.42014 -5.15180 -0.03 -0.06 0.05
H 2.04162 3.95364 -3.20065 0.01 -0.09 -0.03
H 1.22935 2.13654 -1.72638 0.01 -0.03 -0.07
H 1.87056 -0.21114 -2.18656 0.01 0.03 -0.04
H 3.30793 -0.74323 -4.13179 -0.04 0.08 0.02
H 4.09787 1.07098 -5.62129 -0.04 0.02 0.07
C -5.72502 2.62579 -2.18125 -0.05 0.03 0.00
C -5.49365 2.99284 -0.85932 -0.07 0.02 -0.02
C -6.53829 3.47619 -0.07760 -0.03 -0.04 -0.09
C -7.81748 3.58336 -0.61552 0.08 -0.03 -0.04
C -8.04956 3.21278 -1.93634 0.06 0.00 0.03
C -7.00289 2.73803 -2.72080 0.03 0.01 0.11
H -4.90948 2.25200 -2.79143 -0.06 0.01 0.06
H -4.49764 2.90277 -0.43806 -0.08 0.01 -0.05
H -6.35621 3.76855 0.95105 -0.02 -0.03 -0.07
H -8.63310 3.95565 -0.00472 0.06 -0.03 -0.05
H -9.04730 3.29486 -2.35510 0.09 0.00 0.04
H -7.18302 2.45431 -3.75213 0.01 0.02 0.07
```
Positions in Å, forces in eV/Å.

=====

# 3
This record from OMol25 describes one molecule with the formula C6H10O. The level of theory is ωB97M-V/def2-TZVPD.

Kohn-Sham gap	9.9300	eV
structure (SMILES)	C/C=C(/C)CC=O
total charge	0
energy relative to the best compared isomer or geometry (same formula, charge and spin)	0.523	eV
molar mass	98.14	g/mol

Structure (XYZ):
```
17
Properties=species:S:1:pos:R:3:forces:R:3
C 1.82543 -1.14343 0.52448 0.03 0.04 0.04
C 0.65943 -1.00782 -0.40992 -0.08 0.13 -0.08
O -0.82693 -0.03247 2.31087 -0.10 0.48 -0.28
C -1.03472 0.90134 1.57566 0.07 -0.26 0.20
C -0.14961 1.22646 0.37778 0.07 0.01 0.00
C -0.15633 0.03769 -0.55945 0.13 -0.21 0.00
C -1.20980 0.06793 -1.64049 -0.07 -0.02 -0.04
H 2.70536 -1.47398 -0.04053 -0.10 0.02 0.11
H 2.07929 -0.20367 1.02247 -0.06 -0.15 -0.05
H 1.63835 -1.88782 1.30620 -0.03 0.09 -0.12
H 0.48479 -1.86703 -1.05925 0.07 0.15 -0.01
H -1.91232 1.56088 1.73959 0.08 -0.04 0.05
H -0.51236 2.13428 -0.11790 0.03 -0.17 0.05
H 0.85365 1.43611 0.76621 -0.14 -0.06 -0.05
H -0.83663 0.60654 -2.52165 -0.08 -0.03 0.14
H -1.48788 -0.94087 -1.95967 0.08 0.14 0.03
H -2.11972 0.58587 -1.31439 0.11 -0.11 0.00
```
Positions in Å, forces in eV/Å.

=====

# 4
This record from OMol25 describes C5H8O as an isolated structure. The level of theory is ωB97M-V/def2-TZVPD.

Kohn-Sham gap	9.5116	eV
total charge	0
energy relative to the best compared isomer or geometry (same formula, charge and spin)	4.155	eV
molar mass	84.12	g/mol

Structure (XYZ):
```
14
Properties=species:S:1:pos:R:3:forces:R:3
C 0.64572 1.36797 -0.93932 -0.16 0.08 0.29
C 0.51012 1.04023 0.44135 0.03 0.25 -0.05
C -0.91588 0.42551 -0.06586 -0.16 -0.08 -0.04
C -0.63951 -1.08135 -0.07839 0.00 -0.03 -0.01
C 0.87030 -1.19500 0.20086 -0.04 -0.23 -0.12
O 1.18566 -0.05804 0.98315 0.07 0.02 0.05
H 0.20780 2.37308 -1.07421 -0.03 -0.17 0.05
H 1.43294 -1.18197 -0.73824 -0.08 -0.02 0.12
H 0.38701 1.78361 1.23484 0.04 -0.09 -0.14
H -1.63341 0.75734 0.68945 0.15 0.03 -0.16
H -1.28066 0.78270 -1.03723 0.08 -0.02 0.02
H -1.21867 -1.58143 0.70311 0.09 0.09 -0.07
H -0.90320 -1.52900 -1.04035 0.05 0.06 0.14
H 1.14460 -2.07626 0.78475 -0.04 0.10 -0.10
```
Positions in Å, forces in eV/Å.

=====

Energy across the listed records, respectively: -33618.19959; -119079.80657; -8430.71696; -7358.09988 eV.
E_LUMO across the listed records, respectively: -0.24; -1.39; 0.97; 0.79 eV.